The following is a quantum chemistry calculation of a structure of composition C35H55BBrN10O7PbS4SbSe4, from the Open Molecules 2025 dataset.

Last column: Mulliken charge in e.
Cartesian coordinates (Å):
Pb: -0.938 0.881 0.306  1.705
C: -1.301 -3.043 3.234  -1.911
C: -2.716 -2.725 2.762  1.939
C: -3.658 -3.738 3.422  -2.055
C: -3.089 -1.301 3.173  -1.500
N: -2.916 -2.834 1.277  0.400
C: -4.199 -3.009 0.785  0.037
C: -4.142 -2.864 -0.546  -1.634
N: -2.843 -2.586 -0.893  0.010
B: -2.579 -2.285 -2.386  0.732
N: -3.414 -1.081 -2.884  0.000
C: -3.585 -0.976 -4.246  -1.479
C: -4.038 0.255 -4.523  -0.222
N: -4.158 0.935 -3.323  0.585
C: -3.778 0.100 -2.309  0.102
S: -3.858 0.421 -0.644  -0.302
C: -4.542 2.390 -3.353  1.713
C: -6.024 2.450 -3.715  -1.823
C: -4.305 3.169 -2.066  -2.296
C: -3.683 3.052 -4.438  -1.652
N: -1.082 -2.146 -2.782  0.488
C: -0.379 -3.284 -3.102  -1.134
C: 0.816 -2.924 -3.599  -0.695
N: 0.877 -1.536 -3.564  0.596
C: -0.318 -1.073 -3.067  -0.611
S: -0.739 0.561 -2.872  0.329
C: 1.836 -0.751 -4.403  1.539
C: 1.081 -0.254 -5.635  -1.677
C: 2.968 -1.684 -4.833  -2.296
C: 2.476 0.417 -3.653  -0.651
C: -2.083 -2.563 0.221  0.106
S: -0.394 -2.289 0.258  -0.081
H: -1.329 -3.059 4.326  0.580
H: -0.958 -4.015 2.872  0.368
H: -0.596 -2.290 2.914  -0.062
H: -3.400 -3.809 4.478  0.452
H: -4.705 -3.440 3.366  0.461
H: -3.547 -4.726 2.973  0.440
H: -2.933 -1.168 4.244  0.530
H: -2.453 -0.575 2.673  0.075
H: -4.130 -1.081 2.930  0.317
H: -5.040 -3.187 1.422  0.441
H: -4.922 -2.888 -1.282  0.514
H: -2.973 -3.241 -3.027  -0.292
H: -3.346 -1.794 -4.901  0.607
H: -4.289 0.704 -5.463  0.536
H: -6.621 1.998 -2.922  0.367
H: -6.329 3.491 -3.828  0.432
H: -6.231 1.926 -4.650  0.370
H: -4.926 2.831 -1.244  0.371
H: -3.268 3.135 -1.745  0.501
H: -4.540 4.212 -2.287  0.623
H: -3.955 2.737 -5.446  0.437
H: -3.815 4.131 -4.376  0.488
H: -2.628 2.832 -4.270  0.256
H: -0.784 -4.259 -2.909  0.604
H: 1.638 -3.534 -3.913  0.553
H: 0.622 -1.093 -6.163  0.336
H: 0.302 0.447 -5.337  0.251
H: 1.767 0.257 -6.312  0.493
H: 2.639 -2.451 -5.536  0.519
H: 3.727 -1.081 -5.330  0.448
H: 3.430 -2.164 -3.970  0.421
H: 1.762 1.119 -3.229  0.023
H: 3.122 0.050 -2.857  -0.116
H: 3.104 0.962 -4.359  0.581
N: 1.674 0.462 -0.164  1.514
C: 2.903 1.243 0.012  0.661
C: 4.137 0.353 -0.139  -0.711
C: 5.492 1.072 -0.164  -1.091
C: 6.502 0.372 0.745  -1.089
N: 5.968 0.394 2.087  -0.318
C: 6.276 -0.471 2.970  0.397
N: 5.743 -0.362 4.235  -0.519
N: 7.187 -1.507 2.807  -0.525
C: 2.781 1.992 1.351  -0.349
O: 3.518 1.556 2.399  -0.393
O: 2.042 2.917 1.472  -0.478
H: 1.537 0.222 -1.143  -0.674
H: 1.721 -0.408 0.362  -0.155
H: 2.890 2.034 -0.748  0.191
H: 4.006 -0.218 -1.061  0.479
H: 4.126 -0.387 0.669  0.035
H: 5.387 2.107 0.168  0.283
H: 5.881 1.114 -1.183  0.533
H: 7.470 0.885 0.709  0.326
H: 6.665 -0.648 0.360  0.406
H: 4.349 1.071 2.139  0.570
H: 4.972 0.293 4.272  0.311
H: 5.523 -1.231 4.697  0.210
H: 7.321 -1.785 1.848  0.249
H: 7.044 -2.296 3.418  0.280
Br: 3.808 -3.509 3.092  -0.204
C: 2.937 -2.186 4.161  -0.466
C: 3.319 -2.044 5.486  -0.708
C: 2.668 -1.091 6.259  -0.593
C: 1.644 -0.329 5.717  -0.645
C: 1.274 -0.487 4.388  0.471
C: 1.940 -1.416 3.597  1.180
C: 0.092 0.299 3.817  -0.962
O: -0.663 0.838 4.631  -0.887
O: -0.011 0.227 2.567  1.149
H: 4.093 -2.674 5.906  0.569
H: 2.954 -0.962 7.295  0.382
H: 1.101 0.397 6.306  0.455
H: 1.633 -1.539 2.565  -0.110
Se: 1.270 3.986 -2.495  -0.715
Sb: -0.812 5.634 0.399  0.892
Se: -0.471 3.508 -1.036  -0.308
Se: -2.178 7.043 -0.977  -0.708
Se: 0.518 6.708 2.060  -0.645
C: -2.470 3.622 3.975  -0.989
S: -2.027 3.397 2.293  0.443
O: -2.757 2.240 1.796  -0.742
O: -2.455 4.658 1.559  -0.729
O: -0.591 3.267 2.229  -0.315
H: -3.554 3.620 4.058  0.353
H: -2.050 4.575 4.287  0.312
H: -2.016 2.786 4.505  0.192

Output
Calculated total energy (eV): -453663.4290
Charge: -2
Multiplicity: 1
LUMO (eV): 3.17
Gap between HOMO and LUMO (eV): 4.785

***

The following is a quantum chemistry calculation of a cluster of 12 separate species, C35H55Br24N3S in total at a distorted geometry, from the Open Molecules 2025 dataset.

Last column: Mulliken charge in e.
Cartesian coordinates (Å):
C: 4.523 -1.239 -0.505  -0.625
C: 4.024 -0.026 -0.315  -0.934
C: 2.542 0.078 -0.176  0.942
C: 1.932 0.573 1.011  -0.167
N: 0.651 0.655 1.204  -0.571
C: -0.094 0.210 0.153  -0.064
C: -1.496 0.208 0.260  0.041
C: -2.263 -0.264 -0.760  0.090
N: -3.715 -0.283 -0.599  -0.547
C: -4.050 -1.125 0.208  0.427
S: -4.178 -2.275 1.253  -0.291
C: -1.692 -0.745 -1.947  -0.816
C: -0.338 -0.745 -2.066  -1.458
C: 0.481 -0.274 -1.027  0.245
N: 1.832 -0.332 -1.189  -0.498
H: 3.851 -2.034 -0.796  0.253
H: 5.564 -1.479 -0.344  0.343
H: 4.650 0.853 -0.326  0.345
H: 2.573 0.884 1.821  0.256
H: -1.959 0.580 1.162  0.617
H: -2.316 -1.126 -2.741  0.705
H: 0.131 -1.132 -2.965  1.290
Br: 0.909 -2.249 -6.927  -0.152
C: 1.488 -3.841 -5.972  -0.655
C: 0.375 -4.378 -5.118  -0.629
Br: 0.159 -3.288 -3.514  0.145
H: 2.367 -3.569 -5.396  0.393
H: 1.767 -4.556 -6.743  0.417
H: 0.610 -5.381 -4.765  0.288
H: -0.581 -4.394 -5.629  0.446
Br: 5.076 -0.051 2.370  -0.108
C: 5.411 0.516 4.205  -0.109
C: 5.617 2.002 4.294  -0.536
Br: 7.392 2.514 3.668  -0.164
H: 6.266 -0.049 4.565  0.441
H: 4.521 0.222 4.760  -0.134
H: 5.572 2.333 5.326  0.204
H: 4.901 2.565 3.704  0.409
Br: 3.400 2.891 6.532  -0.061
C: 3.236 1.746 8.096  -0.592
C: 3.758 0.359 7.832  -0.609
Br: 2.515 -0.687 6.763  -0.141
H: 2.190 1.756 8.382  0.381
H: 3.826 2.232 8.870  0.360
H: 3.869 -0.189 8.764  0.398
H: 4.704 0.362 7.300  0.322
Br: -0.862 -8.824 -2.294  -0.151
C: -1.836 -7.476 -1.282  -0.505
C: -1.233 -6.114 -1.471  -0.327
Br: 0.406 -5.887 -0.457  -0.108
H: -1.841 -7.798 -0.247  0.265
H: -2.851 -7.496 -1.673  0.392
H: -1.905 -5.343 -1.099  0.327
H: -0.987 -5.910 -2.508  0.053
Br: 3.361 3.514 -0.477  -0.119
C: 2.006 4.852 -0.093  -0.598
C: 0.679 4.202 0.208  -0.629
Br: -0.194 3.555 -1.402  -0.006
H: 1.973 5.521 -0.947  0.369
H: 2.368 5.395 0.778  0.372
H: -0.008 4.927 0.639  0.418
H: 0.772 3.350 0.875  0.251
Br: -3.441 -5.962 2.262  -0.083
C: -3.257 -7.849 2.700  -0.535
C: -4.410 -8.342 3.532  -0.621
Br: -4.266 -7.756 5.380  -0.138
H: -2.300 -7.963 3.196  0.414
H: -3.234 -8.368 1.744  0.239
H: -4.409 -9.429 3.574  0.372
H: -5.370 -7.993 3.166  0.379
Br: -3.286 -10.213 -8.132  -0.144
C: -3.142 -9.798 -6.238  -0.575
C: -2.913 -8.329 -6.005  -0.470
Br: -1.079 -7.817 -6.395  -0.106
H: -2.342 -10.413 -5.841  0.346
H: -4.090 -10.107 -5.803  0.368
H: -3.061 -8.086 -4.955  0.166
H: -3.552 -7.701 -6.617  0.414
Br: -2.955 5.146 -3.087  -0.147
C: -2.103 4.865 -4.809  -0.627
C: -2.576 3.595 -5.462  -0.513
Br: -1.769 2.026 -4.645  -0.057
H: -1.032 4.869 -4.633  0.349
H: -2.375 5.729 -5.411  0.371
H: -2.265 3.568 -6.504  0.246
H: -3.651 3.464 -5.400  0.374
Br: 2.918 5.542 9.442  -0.138
C: 1.347 6.579 8.951  -0.382
C: 0.529 5.897 7.889  -0.595
Br: 1.344 6.062 6.133  -0.108
H: 1.703 7.556 8.640  0.162
H: 0.771 6.675 9.868  0.350
H: -0.444 6.375 7.797  0.382
H: 0.394 4.835 8.072  0.333
Br: 0.503 10.548 4.357  -0.135
C: 2.428 10.364 4.151  -0.591
C: 2.971 9.235 4.984  -0.312
Br: 3.079 9.715 6.863  -0.119
H: 2.865 11.323 4.407  0.383
H: 2.586 10.164 3.093  0.349
H: 3.991 9.001 4.689  0.347
H: 2.363 8.340 4.925  0.060
Br: -5.971 0.324 -0.173  0.063
C: -7.731 1.025 -0.721  -0.664
C: -8.792 -0.042 -0.780  -0.584
Br: -8.590 -1.168 -2.357  -0.147
H: -7.565 1.512 -1.676  0.395
H: -7.997 1.771 0.027  0.340
H: -9.782 0.399 -0.871  0.355
H: -8.770 -0.702 0.080  0.364
Br: 0.246 2.173 -8.550  -0.142
C: 2.190 2.165 -8.631  -0.587
C: 2.757 1.090 -7.747  -0.321
Br: 2.700 1.592 -5.871  -0.080
H: 2.528 3.159 -8.359  0.388
H: 2.432 1.974 -9.674  0.339
H: 3.810 0.928 -7.965  0.320
H: 2.221 0.152 -7.839  0.052

Output
Calculated total energy (eV): -1733511.1717
Multiplicity: 1
LUMO (eV): 0.09
Gap between HOMO and LUMO (eV): 8.455

***

The following is a quantum chemistry calculation of a structure of composition C35H55ClO2P4SiTc at a distorted geometry, from the Open Molecules 2025 dataset.

Last column: Mulliken spin population.
Cartesian coordinates (Å):
P: 0.633 -3.157 0.360  0.334
C: -0.294 -4.181 1.351  0.119
C: -0.836 -5.329 0.756  0.076
H: -0.819 -5.487 -0.317  0.006
C: -1.380 -6.350 1.538  -0.021
H: -1.785 -7.283 1.102  0.001
C: -1.384 -6.201 2.937  0.054
H: -1.799 -6.993 3.596  0.002
C: -0.909 -5.020 3.557  -0.014
H: -0.921 -4.898 4.650  0.000
C: -0.385 -4.017 2.764  0.054
H: 0.004 -3.099 3.178  0.006
C: 0.202 -3.277 -1.331  0.104
C: -1.132 -3.217 -1.768  0.065
H: -1.922 -3.157 -1.024  0.005
C: -1.463 -3.292 -3.117  -0.033
H: -2.541 -3.207 -3.438  0.000
C: -0.463 -3.537 -4.076  0.061
H: -0.738 -3.618 -5.140  0.001
C: 0.888 -3.618 -3.663  -0.026
H: 1.658 -3.839 -4.438  0.001
C: 1.203 -3.469 -2.306  0.047
H: 2.252 -3.597 -2.035  0.003
C: 2.335 -3.250 0.584  0.008
C: 2.833 -4.555 0.728  0.046
H: 2.186 -5.431 0.708  0.003
C: 4.211 -4.819 0.861  0.000
H: 4.633 -5.840 0.909  0.001
C: 5.099 -3.728 0.913  0.014
H: 6.198 -3.879 1.044  0.000
C: 4.629 -2.400 0.831  -0.001
H: 5.304 -1.534 0.899  0.000
C: 3.258 -2.184 0.623  0.000
H: 2.871 -1.198 0.500  0.038
Tc: -0.697 1.423 0.842  1.976
C: -0.174 2.107 -1.013  -0.230
C: 0.429 1.339 -1.963  0.231
H: -0.351 3.172 -1.192  -0.021
C: 0.682 -0.130 -1.551  0.004
O: 2.166 -0.302 -1.815  0.012
H: 2.359 -1.206 -1.530  -0.014
C: 0.324 -0.250 -0.208  0.020
H: 0.256 -0.750 -2.369  0.044
C: -0.180 -0.361 0.979  -0.014
Cl: -1.548 0.759 3.178  0.050
P: 1.414 2.098 1.869  -0.054
P: -2.887 0.773 0.091  -0.057
C: 1.217 2.819 3.521  -0.001
H: 0.544 2.175 4.104  0.003
H: 0.790 3.828 3.464  0.001
H: 2.207 2.860 3.995  -0.002
C: 2.750 0.912 2.152  0.005
H: 3.353 0.795 1.247  -0.002
H: 2.337 -0.062 2.430  0.000
H: 3.390 1.277 2.969  -0.001
C: 2.193 3.388 0.862  0.008
H: 1.477 4.192 0.658  0.000
H: 2.512 2.952 -0.093  0.004
H: 3.065 3.797 1.386  -0.001
C: -4.202 1.647 0.984  0.000
H: -4.241 2.698 0.674  0.001
H: -4.001 1.594 2.061  0.000
H: -5.159 1.156 0.761  -0.001
C: -3.222 1.163 -1.648  0.005
H: -2.578 0.556 -2.296  0.002
H: -2.997 2.218 -1.835  0.001
H: -4.274 0.971 -1.893  -0.002
C: -3.367 -0.965 0.256  0.008
H: -2.900 -1.393 1.146  -0.002
H: -3.044 -1.528 -0.627  0.003
H: -4.459 -1.024 0.347  0.000
P: 0.911 1.809 -3.672  -0.021
C: 0.247 3.434 -4.115  0.002
C: 0.322 0.559 -4.790  0.012
H: 0.546 4.172 -3.353  0.000
H: -0.852 3.371 -4.134  -0.001
H: 0.624 3.738 -5.106  0.000
H: 0.715 -0.414 -4.507  -0.004
H: 0.602 0.771 -5.822  0.000
H: -0.760 0.500 -4.716  0.000
C: 2.703 1.876 -3.727  0.009
H: 3.079 2.592 -2.996  -0.002
H: 3.093 2.145 -4.712  0.001
H: 3.100 0.904 -3.434  0.000
H: -0.126 -0.957 1.854  -0.030
C: -0.603 5.894 1.884  0.008
Si: -1.896 4.523 1.981  -0.012
C: -2.215 4.083 3.795  0.000
C: -3.499 5.169 1.238  0.009
O: -1.380 3.227 1.233  0.096
H: -1.009 6.773 2.412  -0.001
H: -0.416 6.190 0.849  0.000
H: 0.345 5.630 2.355  0.000
H: -2.638 4.952 4.317  0.000
H: -2.926 3.254 3.868  0.000
H: -1.302 3.783 4.314  0.000
H: -3.482 5.155 0.149  0.001
H: -4.373 4.617 1.603  0.000
H: -3.617 6.216 1.557  0.000

Output
Calculated total energy (eV): -101022.7656
Charge: +2
Multiplicity: 4
LUMO (alpha / beta) (eV): -4.95 / -7.32
Gap between HOMO and LUMO (alpha / beta) (eV): 7.841 / 5.479